1.
Computed, not measured: C35H32Br2MnN3OPSSi as an isolated structure in a non-equilibrium geometry, with ωB97M-V/def2-TZVPD.

Cartesian coordinates (Å):
Mn: -0.0294 -0.3039 0.3444
Br: 0.6092 4.4201 1.4409
C: 1.9099 3.2438 0.7432
C: 3.2225 3.6505 0.5160
C: 4.1666 2.7740 0.0154
Br: 5.9463 3.3729 -0.2102
C: 3.8175 1.4351 -0.3270
C: 4.6759 0.4709 -0.8907
C: 4.1750 -0.7739 -1.2029
C: 2.8318 -1.0641 -0.9512
N: 2.0021 -0.1882 -0.4087
C: 2.4809 1.0396 -0.0991
C: 1.5058 1.9236 0.4723
O: 0.3318 1.4539 0.6818
H: 3.5079 4.6655 0.7464
H: 5.7116 0.7159 -1.0752
H: 4.7935 -1.5377 -1.6467
H: 2.4250 -2.0408 -1.1851
C: 1.9834 -4.9612 5.1996
Si: 1.8061 -4.4242 3.3909
C: 0.6919 -5.6221 2.4264
C: 3.4401 -4.1156 2.4609
C: 0.9799 -2.6863 3.4655
C: 0.8533 -1.9611 4.6405
C: 0.4153 -0.6401 4.6375
C: 0.0941 -0.0488 3.4327
N: 0.1564 -0.7429 2.2932
C: 0.5798 -2.0214 2.3095
S: 0.5423 -2.6705 0.6943
H: 2.3377 -5.9860 5.2450
H: 1.0309 -4.9213 5.7222
H: 2.6994 -4.3453 5.7367
H: 1.1758 -6.5914 2.3579
H: 0.5207 -5.2706 1.4128
H: -0.2696 -5.7623 2.9129
H: 4.0353 -5.0219 2.4063
H: 4.0412 -3.3502 2.9464
H: 3.2445 -3.7938 1.4417
H: 1.1050 -2.4278 5.5777
H: 0.3381 -0.0844 5.5578
H: -0.2234 0.9839 3.3618
N: -1.4781 0.8017 -1.2449
C: -2.8449 0.8218 -0.7723
C: -3.7289 1.8296 -1.1128
C: -5.0366 1.7842 -0.6505
C: -5.4618 0.7395 0.1545
C: -4.5811 -0.2719 0.5082
C: -3.2722 -0.2294 0.0448
P: -1.9936 -1.4988 0.3336
C: -2.1034 -2.4042 -1.2421
C: -1.0728 -2.2458 -2.1697
C: -1.1751 -2.8070 -3.4271
C: -2.3051 -3.5387 -3.7635
C: -3.3311 -3.6976 -2.8439
C: -3.2453 -3.1229 -1.5857
C: -2.5408 -2.5247 1.7106
C: -2.5752 -3.9133 1.6041
C: -2.9846 -4.6675 2.6905
C: -3.2983 -4.0523 3.8933
C: -3.2154 -2.6724 4.0142
C: -2.8474 -1.9045 2.9251
H: -1.4613 0.3980 -2.1850
H: -1.1561 1.7706 -1.3363
H: -3.4031 2.6538 -1.7310
H: -5.7206 2.5726 -0.9190
H: -6.4767 0.7148 0.5201
H: -4.9018 -1.0792 1.1510
H: -0.1744 -1.6912 -1.8851
H: -0.3795 -2.6719 -4.1428
H: -2.3798 -3.9817 -4.7448
H: -4.2087 -4.2669 -3.1098
H: -4.0469 -3.2372 -0.8700
H: -2.2911 -4.3876 0.6757
H: -3.0614 -5.7404 2.6005
H: -3.6084 -4.6490 4.7390
H: -3.4484 -2.2003 4.9567
H: -2.8061 -0.8251 2.9960

Forces on atoms 1 to 6 (eV/Å):
Mn 1.16 0.85 0.06
Br 0.25 -0.05 -0.07
C -1.16 -1.40 -0.03
C 0.85 -0.32 -0.29
C -0.17 0.24 0.12
Br -0.24 -0.08 0.00

Values from the calculation:
E_LUMO (spin up / spin down) in hartree: -0.29457 / -0.25193
Multiplicity: 4
Energy above the lowest of the compared OMol25 structures with the same formula, charge and spin in eV: 0.8488
Total charge: +2
Expectation value of S²: 4.196

***

2.
Computed, not measured: C35H32Cl2N7O2V as an isolated structure, with ωB97M-V/def2-TZVPD.

Cartesian coordinates (Å):
V: -0.1266 0.4137 1.4090
C: -1.4487 -1.7753 2.9648
N: -0.1451 -1.0901 3.0101
C: 1.0094 -2.0048 2.8564
C: 1.8712 -1.7348 1.6396
C: 2.8748 -2.6240 1.2842
C: 3.6773 -2.3315 0.1951
C: 3.4418 -1.1620 -0.5158
C: 2.4029 -0.3441 -0.1223
N: 1.6378 -0.6194 0.9444
C: -0.0410 -0.2737 4.2438
C: 1.0244 0.7730 4.0967
C: 1.9220 1.1061 5.0891
C: 2.8307 2.1330 4.8509
C: 2.7990 2.7780 3.6264
C: 1.8745 2.3743 2.6759
N: 1.0069 1.3840 2.9001
C: -2.5590 -0.8315 2.5586
C: -3.8889 -1.1564 2.7668
C: -4.8676 -0.2853 2.3172
C: -4.4782 0.8838 1.6788
C: -3.1324 1.1419 1.5154
N: -2.1837 0.3010 1.9527
H: -1.6845 -2.2391 3.9304
H: -1.3782 -2.5794 2.2304
H: 0.6555 -3.0373 2.8210
H: 1.6446 -1.9298 3.7430
H: 3.0281 -3.5250 1.8642
H: 4.4722 -3.0044 -0.0967
H: 4.0408 -0.8871 -1.3718
H: 2.1521 0.5637 -0.6583
H: 0.1358 -0.9151 5.1139
H: -1.0007 0.2330 4.3730
H: 1.9008 0.5827 6.0359
H: 3.5441 2.4212 5.6106
H: 3.4780 3.5870 3.3979
H: 1.7962 2.8570 1.7091
H: -4.1465 -2.0787 3.2710
H: -5.9147 -0.5130 2.4623
H: -5.2046 1.5928 1.3080
H: -2.7768 2.0392 1.0241
C: 3.9187 -2.1520 -5.2217
O: 2.6686 -2.6817 -5.6158
C: 1.5848 -1.8676 -5.5527
C: 0.3894 -2.4166 -6.0189
C: -0.7552 -1.6503 -6.0252
C: -0.7463 -0.3538 -5.5108
C: 0.4461 0.1974 -5.0644
C: 1.6150 -0.5542 -5.0951
N: -1.9870 0.3533 -5.6468
N: -2.4419 1.1311 -4.7981
C: -1.8485 1.2872 -3.4960
C: -1.6296 2.5672 -3.0556
C: -1.0634 2.8291 -1.7959
C: -0.7522 1.7899 -0.9471
O: -0.1936 1.9602 0.2481
C: -1.0927 0.4635 -1.3486
N: -0.8867 -0.5115 -0.4142
C: -1.1721 -1.7521 -0.7371
C: -1.7404 -2.1161 -1.9708
C: -1.9901 -1.1465 -2.8997
C: -1.6362 0.1928 -2.6188
H: 4.6402 -2.9544 -5.3442
H: 3.9000 -1.8380 -4.1736
H: 4.2090 -1.3052 -5.8482
H: 0.3950 -3.4276 -6.4024
H: -1.6801 -2.0413 -6.4296
H: 0.4889 1.2218 -4.7228
H: 2.5416 -0.0977 -4.7785
H: -1.8745 3.3895 -3.7156
H: -0.8617 3.8456 -1.4869
H: -0.9648 -2.5126 0.0088
H: -1.9891 -3.1513 -2.1560
H: -2.4655 -1.3913 -3.8389
Cl: -0.5908 6.2815 3.9374
C: -1.5348 4.8951 4.4825
Cl: -1.4304 3.5353 3.3464
H: -2.5731 5.1910 4.5652
H: -1.1403 4.5667 5.4360

Forces on atoms 1 to 6 (eV/Å):
V -0.10 0.48 -0.71
C 0.00 -0.07 0.04
N 0.17 0.09 -0.03
C -0.04 -0.07 0.16
C 0.02 -0.11 0.05
C 0.06 0.03 -0.01

Values from the calculation:
E_LUMO (spin up / spin down) in hartree: -0.08643 / -0.09094
Multiplicity: 2
Energy above the lowest of the compared OMol25 structures with the same formula, charge and spin in eV: 0.6332
Total charge: +1
Expectation value of S²: 0.784

***

3.
Computed, not measured: a 2-piece molecular cluster, C35H32P overall in a non-equilibrium geometry, with ωB97M-V/def2-TZVPD.

Cartesian coordinates (Å):
C: 5.4569 -2.8541 -2.6332
C: 4.1404 -2.1463 -2.5148
C: 4.0915 -0.7448 -2.4677
C: 2.8965 -0.0838 -2.2186
C: 1.6839 -0.8081 -2.0110
C: 0.4311 -0.1632 -1.6643
C: -0.7769 -0.7087 -2.1411
C: -2.0309 -0.0899 -2.1969
C: -3.2572 -0.7979 -2.4000
C: -4.4856 -0.0853 -2.5172
C: -5.6987 -0.7472 -2.6001
C: -5.7567 -2.1485 -2.6069
C: -7.0889 -2.8324 -2.6494
C: -4.5558 -2.8718 -2.5596
C: -3.3300 -2.2239 -2.4659
C: 1.7402 -2.2162 -2.2024
C: 2.9385 -2.8618 -2.4516
H: 5.3030 -3.9380 -2.6592
H: 6.0050 -2.5622 -3.5395
H: 6.0999 -2.6159 -1.7736
H: 5.0135 -0.1776 -2.6222
H: 2.8693 1.0098 -2.1907
H: 0.4437 0.8631 -1.2499
H: -0.7310 -1.7082 -2.5919
H: -2.0961 0.9951 -2.0848
H: -4.4452 1.0042 -2.5424
H: -6.6294 -0.1805 -2.6538
H: -6.9688 -3.9202 -2.6568
H: -7.6951 -2.5622 -1.7729
H: -7.6665 -2.5393 -3.5378
H: -4.6040 -3.9629 -2.5864
H: -2.4113 -2.8136 -2.4379
H: 0.8276 -2.8061 -2.1243
H: 2.9595 -3.9428 -2.5865
C: 4.4477 3.4634 2.0037
C: 4.5235 2.3151 1.2025
C: 3.3681 1.6233 0.8497
C: 2.1033 2.0735 1.2866
P: 0.6633 0.9987 0.9029
C: 0.8031 -0.1842 2.2896
C: -0.1553 -1.2197 2.3295
C: -0.2173 -2.0721 3.4303
C: 0.6817 -1.9245 4.4969
C: 1.6482 -0.9223 4.4485
C: 1.7184 -0.0558 3.3471
C: -0.6852 2.0604 1.5549
C: -1.1743 3.0660 0.6936
C: -2.0915 4.0047 1.1600
C: -2.5588 3.9502 2.4800
C: -2.1047 2.9392 3.3274
C: -1.1737 1.9937 2.8697
C: 2.0305 3.2406 2.0629
C: 3.2008 3.9225 2.4273
H: 5.3580 3.9815 2.3064
H: 5.4942 1.9478 0.8660
H: 3.4296 0.7127 0.2471
H: -0.8581 -1.3202 1.4976
H: -0.9792 -2.8490 3.4683
H: 0.6137 -2.5805 5.3662
H: 2.3511 -0.7897 5.2722
H: 2.4717 0.7319 3.3315
H: -0.8026 3.1143 -0.3324
H: -2.4355 4.7978 0.4968
H: -3.2597 4.7011 2.8479
H: -2.4558 2.8827 4.3584
H: -0.8183 1.2204 3.5528
H: 1.0652 3.6100 2.4113
H: 3.1255 4.8079 3.0582

Forces on atoms 1 to 6 (eV/Å):
C 0.13 -0.22 -0.07
C -0.13 0.19 -0.11
C -0.29 0.13 0.02
C -0.50 -0.02 0.32
C 0.69 -0.59 0.21
C -0.46 1.06 -2.48

Values from the calculation:
E_LUMO in hartree: -0.18580
Energy above the lowest of the compared OMol25 structures with the same formula, charge and spin in eV: 0.8575
Total charge: +1

***

What did the third record say?
Computed, not measured: a 2-piece molecular cluster, C35H32P overall in a non-equilibrium geometry, with ωB97M-V/def2-TZVPD.

Cartesian coordinates (Å):
C: 5.4569 -2.8541 -2.6332
C: 4.1404 -2.1463 -2.5148
C: 4.0915 -0.7448 -2.4677
C: 2.8965 -0.0838 -2.2186
C: 1.6839 -0.8081 -2.0110
C: 0.4311 -0.1632 -1.6643
C: -0.7769 -0.7087 -2.1411
C: -2.0309 -0.0899 -2.1969
C: -3.2572 -0.7979 -2.4000
C: -4.4856 -0.0853 -2.5172
C: -5.6987 -0.7472 -2.6001
C: -5.7567 -2.1485 -2.6069
C: -7.0889 -2.8324 -2.6494
C: -4.5558 -2.8718 -2.5596
C: -3.3300 -2.2239 -2.4659
C: 1.7402 -2.2162 -2.2024
C: 2.9385 -2.8618 -2.4516
H: 5.3030 -3.9380 -2.6592
H: 6.0050 -2.5622 -3.5395
H: 6.0999 -2.6159 -1.7736
H: 5.0135 -0.1776 -2.6222
H: 2.8693 1.0098 -2.1907
H: 0.4437 0.8631 -1.2499
H: -0.7310 -1.7082 -2.5919
H: -2.0961 0.9951 -2.0848
H: -4.4452 1.0042 -2.5424
H: -6.6294 -0.1805 -2.6538
H: -6.9688 -3.9202 -2.6568
H: -7.6951 -2.5622 -1.7729
H: -7.6665 -2.5393 -3.5378
H: -4.6040 -3.9629 -2.5864
H: -2.4113 -2.8136 -2.4379
H: 0.8276 -2.8061 -2.1243
H: 2.9595 -3.9428 -2.5865
C: 4.4477 3.4634 2.0037
C: 4.5235 2.3151 1.2025
C: 3.3681 1.6233 0.8497
C: 2.1033 2.0735 1.2866
P: 0.6633 0.9987 0.9029
C: 0.8031 -0.1842 2.2896
C: -0.1553 -1.2197 2.3295
C: -0.2173 -2.0721 3.4303
C: 0.6817 -1.9245 4.4969
C: 1.6482 -0.9223 4.4485
C: 1.7184 -0.0558 3.3471
C: -0.6852 2.0604 1.5549
C: -1.1743 3.0660 0.6936
C: -2.0915 4.0047 1.1600
C: -2.5588 3.9502 2.4800
C: -2.1047 2.9392 3.3274
C: -1.1737 1.9937 2.8697
C: 2.0305 3.2406 2.0629
C: 3.2008 3.9225 2.4273
H: 5.3580 3.9815 2.3064
H: 5.4942 1.9478 0.8660
H: 3.4296 0.7127 0.2471
H: -0.8581 -1.3202 1.4976
H: -0.9792 -2.8490 3.4683
H: 0.6137 -2.5805 5.3662
H: 2.3511 -0.7897 5.2722
H: 2.4717 0.7319 3.3315
H: -0.8026 3.1143 -0.3324
H: -2.4355 4.7978 0.4968
H: -3.2597 4.7011 2.8479
H: -2.4558 2.8827 4.3584
H: -0.8183 1.2204 3.5528
H: 1.0652 3.6100 2.4113
H: 3.1255 4.8079 3.0582

Forces on atoms 1 to 6 (eV/Å):
C 0.13 -0.22 -0.07
C -0.13 0.19 -0.11
C -0.29 0.13 0.02
C -0.50 -0.02 0.32
C 0.69 -0.59 0.21
C -0.46 1.06 -2.48

Values from the calculation:
E_LUMO in hartree: -0.18580
Energy above the lowest of the compared OMol25 structures with the same formula, charge and spin in eV: 0.8575
Total charge: +1